[1]
DFT (wB97M-V/def2-TZVPD) results for 18 unconnected molecules or ions with the total composition C48H144N12O18 at a distorted geometry.

```
222
Properties=species:S:1:pos:R:3
C -5.8450 29.1629 8.3968
C -6.0317 27.7181 7.9383
C -5.9138 26.7487 9.1510
O -6.4987 25.4681 8.7639
C -6.2963 24.3614 9.6479
N -7.4099 27.6219 7.4133
H -5.8845 29.7899 7.5178
H -4.9188 29.3066 8.9465
H -6.6086 29.5859 9.0397
H -5.3811 27.3899 7.1272
H -6.5067 27.1401 9.9580
H -4.8819 26.6346 9.4282
H -5.2892 24.1721 9.8252
H -6.8298 23.5783 9.1493
H -6.7775 24.4834 10.6560
H -7.3259 28.0250 6.4685
H -7.5695 26.6046 7.2709
C -12.9679 28.2803 7.9896
C -13.0165 29.4069 9.0041
C -12.4176 29.0192 10.3359
O -12.2137 30.1301 11.1701
C -11.4558 29.7047 12.3085
N -12.4599 30.6101 8.3769
H -13.7779 28.5404 7.2742
H -13.1707 27.3080 8.4169
H -12.0135 28.2176 7.4521
H -14.0916 29.6163 9.1146
H -11.4332 28.6139 10.0939
H -13.0275 28.2309 10.8578
H -11.0774 30.5885 12.8945
H -10.6327 29.0041 12.0609
H -12.1756 29.1137 12.8877
H -12.3038 31.3484 9.0944
H -11.4996 30.4836 8.0029
C -4.3436 23.7833 5.4274
C -5.7279 23.0923 5.4739
C -5.5313 21.9012 6.4375
O -4.3154 21.2683 6.1081
C -4.1873 20.0580 6.8697
N -6.6926 24.0932 6.0191
H -3.6319 23.0311 5.1577
H -4.0741 24.1800 6.3952
H -4.2511 24.5704 4.7301
H -6.0671 22.7349 4.4715
H -6.3556 21.1367 6.3411
H -5.5061 22.2775 7.4865
H -3.2907 19.5381 6.6150
H -5.0597 19.4068 6.6795
H -4.2311 20.3193 7.9460
H -6.2886 24.5355 6.8074
H -7.5966 23.7002 6.1942
C -10.1245 26.2118 8.6887
C -9.7230 25.1968 9.7541
C -9.2932 25.9111 11.0278
O -8.7186 25.0599 11.9532
C -8.5218 25.6321 13.2369
N -10.8866 24.2850 9.9426
H -11.1796 26.4421 8.7695
H -9.9875 25.7631 7.7442
H -9.5091 27.1046 8.7524
H -8.8768 24.6260 9.3413
H -10.1647 26.4170 11.4513
H -8.5740 26.7193 10.7290
H -9.4716 25.9632 13.6913
H -7.9995 26.5784 13.1359
H -8.0364 24.8650 13.8608
H -10.8257 23.8424 10.8282
H -11.7102 24.9056 10.0280
C -12.3283 28.3476 1.9829
C -12.5061 27.9445 3.3864
C -11.2698 27.8772 4.2319
O -10.3299 26.8120 3.7598
C -9.1866 26.6379 4.6202
N -13.3959 28.9439 4.0650
H -11.7793 27.5998 1.3207
H -11.8314 29.2718 1.7890
H -13.3125 28.4284 1.5293
H -13.0108 26.9775 3.4440
H -11.5528 27.5526 5.2742
H -10.7643 28.8555 4.2975
H -9.4946 26.5400 5.6347
H -8.4552 27.4289 4.5703
H -8.6886 25.7174 4.2863
H -13.2015 29.8110 3.6561
H -13.3073 29.0213 5.0456
C -9.1327 20.5332 5.8850
C -9.7746 21.3741 6.9406
C -9.1907 21.0622 8.2654
O -9.2762 19.6717 8.4634
C -9.2331 19.3689 9.8287
N -9.5232 22.8228 6.6590
H -9.6236 20.6933 4.9485
H -9.1292 19.4606 6.0775
H -8.1191 20.7611 5.7724
H -10.8609 21.1267 6.9565
H -9.7678 21.5946 9.0233
H -8.1309 21.3175 8.3404
H -10.1642 19.6528 10.2947
H -8.4834 19.9097 10.3989
H -9.0810 18.2604 9.8880
H -9.8626 23.3550 7.4716
H -10.0242 23.0707 5.8040
C -11.0109 29.0363 -2.4172
C -11.9433 27.9110 -2.6946
C -11.2709 26.6143 -2.2193
O -11.8752 25.4844 -2.7768
C -11.3964 24.2197 -2.3884
N -13.1555 28.1227 -1.9793
H -10.0701 28.8378 -2.9262
H -10.8318 29.0844 -1.3183
H -11.3798 29.9860 -2.7312
H -12.0977 27.7965 -3.7763
H -11.3248 26.6094 -1.0930
H -10.2122 26.6583 -2.4253
H -11.8725 23.5434 -3.1372
H -11.6653 23.9465 -1.3541
H -10.3394 24.1239 -2.5587
H -13.6334 27.2199 -1.8897
H -13.0899 28.4977 -1.0522
C -8.1167 33.8392 4.3345
C -8.0640 32.5653 5.1429
C -8.7440 31.4434 4.3739
O -8.1033 31.1293 3.1158
C -8.9316 30.4163 2.2454
N -6.7790 31.9902 5.5380
H -9.0559 34.1486 3.8977
H -7.4041 33.6848 3.5066
H -7.7500 34.6744 4.9710
H -8.5960 32.6427 6.1041
H -9.7954 31.7626 4.2089
H -8.7462 30.5619 4.9809
H -8.3662 30.3241 1.3202
H -9.8805 30.9688 2.0765
H -9.0584 29.3850 2.6467
H -6.1812 31.9285 4.7027
H -6.2104 32.6420 6.0872
C -16.3262 25.7817 0.3156
C -16.1847 26.5759 1.6422
C -17.1641 27.7158 1.6390
O -16.8352 28.7042 0.6300
C -17.6553 29.8581 0.8459
N -16.2969 25.7372 2.8259
H -16.5621 26.4509 -0.5082
H -17.2031 25.1480 0.5218
H -15.5163 25.0808 0.0107
H -15.1834 27.0211 1.7034
H -17.2702 28.1991 2.6143
H -18.0926 27.3086 1.3579
H -17.2785 30.6370 0.2166
H -17.6258 30.1883 1.8979
H -18.6769 29.6213 0.5057
H -15.6077 24.9950 2.6973
H -17.1942 25.2159 2.7912
C -17.0026 33.5952 3.1465
C -15.9608 33.1097 4.1808
C -16.6526 32.2285 5.2163
O -15.6640 31.7308 6.1139
C -16.1810 30.8128 7.0457
N -14.9270 32.3365 3.4100
H -17.6671 32.8794 2.7069
H -16.4966 33.9954 2.2954
H -17.5798 34.3887 3.5472
H -15.4614 33.9639 4.6749
H -17.0580 31.3972 4.6826
H -17.4543 32.8036 5.7571
H -15.3413 30.4224 7.6515
H -16.6971 29.9668 6.6059
H -16.8613 31.2684 7.7978
H -14.3765 31.8424 4.0782
H -14.2773 32.8571 2.8524
C -5.7878 26.7330 3.5919
C -5.1911 28.0799 4.0507
C -4.3948 28.7496 2.8679
O -3.7993 29.9155 3.4498
C -2.6177 29.7233 4.2081
N -6.2695 28.9173 4.6471
H -6.2134 26.0582 4.3561
H -5.0283 26.1548 3.0794
H -6.6037 26.8716 2.9020
H -4.5674 27.7561 4.8497
H -4.9940 29.1233 2.1021
H -3.7259 27.9938 2.5726
H -1.7734 29.3697 3.6218
H -2.9140 29.1196 5.0257
H -2.3694 30.6856 4.5862
H -6.6774 29.5531 3.9664
H -5.8984 29.6034 5.2898
C -6.0093 23.7468 1.0256
C -7.2639 24.2670 1.7651
C -8.0905 24.9948 0.7586
O -7.4032 26.0383 0.1610
C -7.9884 27.3503 0.4204
N -8.1386 23.2073 2.3780
H -5.4195 23.0925 1.6533
H -5.4373 24.6096 0.6899
H -6.2648 23.2892 0.0417
H -6.8375 24.9298 2.5286
H -9.0115 25.3357 1.2260
H -8.5456 24.2766 0.0815
H -7.0957 27.9911 0.4194
H -8.3453 27.3998 1.4210
H -8.7649 27.6015 -0.3012
H -7.9119 22.2415 2.2146
H -8.0758 23.3715 3.3386
O -14.8031 30.9099 0.9954
H -15.0980 31.4255 1.8022
H -14.9210 29.9658 1.0793
O -13.5527 23.3849 2.6055
H -13.7861 22.5808 3.0213
H -12.6600 23.5991 2.8857
O -10.6684 23.8602 3.6598
H -10.0215 23.5981 2.9983
H -10.6786 24.8479 3.7290
O -15.6380 27.5531 5.1854
H -15.9128 26.7779 4.6167
H -15.0633 28.0052 4.5482
O -9.2255 29.3987 8.5241
H -8.6940 28.7099 8.0953
H -8.7953 30.2229 8.2145
O -12.4850 32.5825 0.6780
H -13.1624 31.9237 0.4114
H -12.1986 33.0363 -0.1077
```

## Properties
- frontier orbital gap (Eh) = 0.3407
- HOMO energy (eV) = -8.777
- ΔE to the lowest compared entry with this formula, charge and spin (kcal/mol) = 0.00
- total charge = 0
- maximum force (eV/Å) = 4.6

Löwdin atomic charge list, values in e, 5 entries: atom 1 (C): -0.051, atom 2 (C): -0.374, atom 3 (C): -0.128, atom 4 (O): -0.245, atom 5 (C): -0.080


[2]
DFT (wB97M-V/def2-TZVPD) results for a molecular structure, C48H32Cl4N6NiS.

```
92
Properties=species:S:1:pos:R:3
Ni -0.0564 0.9390 -0.2027
Cl 3.0721 -7.0546 1.3383
C 2.6862 -5.3638 1.4079
C 3.6578 -4.4215 1.1098
C 3.3445 -3.0754 1.1408
C 2.0537 -2.6229 1.4846
C 1.0916 -3.6185 1.7723
C 1.3992 -4.9633 1.7390
C 1.6603 -1.2405 1.4481
C 2.4442 -0.1929 0.7901
C 3.8425 0.0833 0.8957
C 4.0891 1.1820 0.1159
C 2.8496 1.5383 -0.4810
C 2.6484 2.3830 -1.5637
C 3.7686 3.2156 -2.0730
C 3.6053 4.5990 -2.1470
C 4.6316 5.4149 -2.5983
C 5.8280 4.8396 -2.9948
Cl 7.1184 5.8534 -3.5625
C 6.0072 3.4682 -2.9522
C 4.9780 2.6626 -2.4878
C 1.4274 2.4430 -2.2595
N 0.2426 1.9555 -1.7937
C -0.6712 2.1293 -2.7867
C -2.0513 2.0049 -2.6006
C -2.9566 2.2478 -3.7562
C -3.2850 1.2056 -4.6167
C -4.1168 1.4173 -5.7074
C -4.6218 2.6862 -5.9358
Cl -5.6630 2.9609 -7.3012
C -4.3077 3.7414 -5.0951
C -3.4758 3.5156 -4.0081
C -2.6148 1.8570 -1.3075
C -3.9518 2.2083 -0.9342
C -4.0093 2.1369 0.4265
C -2.7300 1.6770 0.8720
N -1.9010 1.5051 -0.2180
C -2.4388 1.2499 2.1705
C -1.3464 0.4171 2.4573
C -1.1581 -0.4054 3.5971
C -0.0835 -1.2142 3.3236
C 0.4120 -0.8147 2.0512
N -0.3374 0.1677 1.5434
C -3.3438 1.6999 3.2609
C -4.0037 0.8224 4.1166
C -4.8206 1.2923 5.1325
C -4.9788 2.6558 5.3032
Cl -5.9927 3.2468 6.5818
C -4.3412 3.5542 4.4629
C -3.5332 3.0726 3.4445
C -0.0343 2.6966 -3.9442
C 1.2606 2.9272 -3.6001
N 1.8507 0.7107 0.0193
H 4.6578 -4.7455 0.8513
H 4.1159 -2.3684 0.8842
H 0.0740 -3.3217 1.9923
H 0.6418 -5.7055 1.9562
H 4.5489 -0.4320 1.5243
H 5.0312 1.6854 -0.0324
H 2.6656 5.0385 -1.8345
H 4.5064 6.4889 -2.6419
H 6.9415 3.0352 -3.2842
H 5.1056 1.5873 -2.4750
H -2.8760 0.2182 -4.4333
H -4.3726 0.6076 -6.3774
H -4.7077 4.7275 -5.2937
H -3.2169 4.3351 -3.3471
H -4.7306 2.5059 -1.6202
H -4.8587 2.3269 1.0659
H -1.7670 -0.4144 4.4868
H 0.3539 -1.9697 3.9594
H -3.9106 -0.2458 3.9712
H -5.3385 0.6034 5.7863
H -4.4773 4.6184 4.6033
H -3.0202 3.7679 2.7918
H -0.5203 2.9057 -4.8847
H 2.0464 3.3531 -4.2058
S -0.1393 -1.3238 -1.5135
C -1.5373 -2.1459 -1.0278
N -2.4421 -1.5859 -0.2141
C -3.6978 -2.1971 0.2106
C -3.5705 -3.7076 0.1595
C -3.0246 -4.1094 -1.2003
N -1.7649 -3.4155 -1.4242
H -2.2679 -0.6179 0.0137
H -4.5162 -1.8629 -0.4325
H -3.9120 -1.8583 1.2235
H -4.5401 -4.1732 0.3314
H -2.8808 -4.0444 0.9353
H -3.7488 -3.8615 -1.9820
H -2.8428 -5.1819 -1.2426
H -1.0819 -3.7943 -2.0565
```

## Properties
- frontier orbital gap (alpha / beta) (Eh) = 0.1709 / 0.1871
- HOMO energy (alpha / beta) (eV) = -5.663 / -7.331
- multiplicity = 3
- total charge = 0
- maximum force (eV/Å) = 0.5

natural (NBO) atomic charge list, values in e, 5 entries: atom 1 (Ni): 1.124, atom 2 (Cl): -0.002, atom 3 (C): -0.024, atom 4 (C): -0.239, atom 5 (C): -0.187


[3]
DFT (wB97M-V/def2-TZVPD) results for a molecular structure, C48H34BBr2CrF5N10O3S3.

```
107
Properties=species:S:1:pos:R:3
Cr -0.8488 0.0787 0.7252
C 0.6717 3.5014 2.9783
N 1.1139 2.2497 3.5593
C 1.1966 2.0398 4.9193
C 1.6183 0.7672 5.0803
N 1.7866 0.2075 3.8371
B 2.1016 -1.2905 3.6341
N 0.7239 -2.0923 3.5728
C 0.7282 -3.4629 3.6804
C -0.5315 -3.9167 3.4950
N -1.3105 -2.8075 3.2716
C -2.7328 -2.7958 2.9811
C -0.5325 -1.7006 3.3360
S -1.2129 -0.1230 3.1359
C 1.4551 1.1190 2.9070
S 1.4816 0.8858 1.1874
H 1.0580 4.3237 3.5786
H -0.4177 3.5588 2.9645
H 1.0602 3.5694 1.9671
H 0.9522 2.8176 5.6217
H 1.8031 0.1963 5.9720
H 2.6824 -1.6906 4.6218
H 2.6951 -1.4888 2.6135
H 1.6458 -4.0004 3.8405
H -0.9306 -4.9147 3.4445
H -3.0511 -3.8205 2.8022
H -2.9198 -2.1908 2.0928
H -3.2897 -2.3682 3.8148
Br -0.4179 5.2814 6.5273
C -1.8555 5.3009 5.2684
C -2.1634 6.4792 4.5981
C -3.2023 6.4919 3.6918
C -3.9709 5.3366 3.4031
C -3.6216 4.1565 4.1130
C -2.5858 4.1465 5.0302
N -5.0082 5.4883 2.5271
N -5.5934 4.4449 1.9508
C -4.8505 3.3389 1.5925
C -5.4703 2.0931 1.5600
C -4.8040 0.9052 1.2238
C -3.4549 0.9061 0.9272
O -2.7434 -0.1657 0.5708
C -2.8047 2.1608 0.9265
N -1.4768 2.1093 0.6083
C -0.8524 3.2176 0.2884
C -1.4868 4.4665 0.3392
C -2.7723 4.5485 0.8156
C -3.4816 3.3798 1.1502
H -1.5901 7.3783 4.7868
H -3.4602 7.4049 3.1681
H -4.1733 3.2421 3.9473
H -2.3413 3.2292 5.5528
H -6.5184 2.0593 1.8328
H -5.3409 -0.0360 1.2067
H 0.1927 3.1106 0.0233
H -0.9378 5.3539 0.0546
H -3.2687 5.5049 0.9133
N 1.5975 -0.9514 -5.8401
C 1.5376 -1.1653 -7.1949
C 2.4859 -1.5682 -8.1282
C 2.0609 -1.6751 -9.4393
C 0.7360 -1.3917 -9.8061
C -0.2016 -0.9966 -8.8714
C 0.2059 -0.8832 -7.5430
N -0.5138 -0.5207 -6.4213
C 0.3437 -0.5703 -5.4359
C 0.0474 -0.2785 -4.0295
C 1.0617 -0.1885 -3.0945
C 0.7358 0.0359 -1.7721
N -0.5231 0.1281 -1.3525
C -1.5152 0.0425 -2.2495
C -1.2712 -0.1293 -3.5957
H 2.3853 -1.1237 -5.2371
H 3.5062 -1.7903 -7.8432
H 2.7652 -1.9860 -10.2005
H 0.4471 -1.4896 -10.8452
H -1.2257 -0.7808 -9.1465
H 2.1087 -0.3252 -3.3278
H 1.5206 0.0437 -1.0311
H -2.5155 0.0699 -1.8386
H -2.0849 -0.2138 -4.3006
F 8.1502 -0.3399 -4.0120
C 7.0385 -0.6688 -3.3225
C 5.9885 -1.3174 -3.9405
F 6.0748 -1.6112 -5.2553
C 4.8563 -1.6520 -3.2233
F 3.8638 -2.2505 -3.9185
C 4.6812 -1.3660 -1.8587
S 3.2558 -1.7679 -0.9810
C 5.7733 -0.6893 -1.2814
F 5.7373 -0.3486 0.0119
C 6.9169 -0.3568 -1.9796
F 7.9326 0.2773 -1.3641
Br -3.0500 -5.2442 -0.0325
C -1.1660 -5.2605 0.2466
C -0.6023 -6.4916 0.5535
C 0.7608 -6.5821 0.7937
C 1.5471 -5.4407 0.7462
C 0.9650 -4.2155 0.4729
C -0.3969 -4.1030 0.2030
C -0.9428 -2.7289 -0.1269
O -1.7940 -2.5931 -0.9889
O -0.3784 -1.7978 0.5721
H -1.2332 -7.3692 0.5960
H 1.2002 -7.5469 1.0174
H 2.6128 -5.4913 0.9298
H 1.5722 -3.3211 0.4541
```

## Properties
- frontier orbital gap (alpha / beta) (Eh) = 0.1776 / 0.2122
- HOMO energy (alpha / beta) (eV) = -1.260 / -2.282
- multiplicity = 5
- ΔE to the lowest compared entry with this formula, charge and spin (kcal/mol) = 0.00
- total charge = -2
- maximum force (eV/Å) = 0.4

Löwdin atomic charge list, values in e, 5 entries: atom 1 (Cr): 0.540, atom 2 (C): -0.015, atom 3 (N): -0.106, atom 4 (C): -0.055, atom 5 (C): -0.069